A 2-piece molecular cluster, C25H24F6N2S overall at a distorted geometry, computed with wB97M-V/def2-TZVPD.

Calculated values
HOMO = -5.72 eV
2S+1 = 1

Each line ends with the Mulliken charge.
Geometry (Å):
C 1.584 -5.210 -3.935  -0.985
N 0.541 -4.227 -4.091  0.288
C -0.121 -4.199 -5.388  -1.017
C 0.578 -3.192 -6.257  0.961
F 0.117 -3.125 -7.532  -0.263
F 0.455 -1.937 -5.700  -0.258
F 1.929 -3.459 -6.310  -0.276
C 0.254 -3.303 -3.115  0.242
C -1.072 -3.109 -2.646  -0.622
C -1.323 -2.190 -1.654  -0.879
C -0.313 -1.308 -1.155  0.461
C -0.653 -0.432 -0.088  0.248
C 0.218 0.428 0.629  0.788
C -0.354 1.321 1.591  -0.565
C 0.399 2.237 2.286  -0.508
C 1.790 2.359 2.033  -0.252
N 2.583 3.267 2.725  0.385
C 2.819 4.609 2.247  -0.927
C 3.291 2.901 3.950  -0.930
C 4.519 2.089 3.648  0.902
F 5.378 1.980 4.699  -0.282
F 4.163 0.814 3.267  -0.245
F 5.221 2.638 2.597  -0.265
C 2.371 1.499 1.072  0.026
C 1.639 0.487 0.497  -1.011
C 0.957 -1.390 -1.812  -0.844
C 1.280 -2.468 -2.609  -0.112
H 1.715 -5.439 -2.869  0.348
H 1.289 -6.120 -4.476  0.338
H 2.546 -4.855 -4.333  0.337
H -0.017 -5.183 -5.861  0.387
H -1.160 -3.872 -5.269  0.348
H -1.859 -3.745 -3.053  0.484
H -2.323 -2.111 -1.231  0.405
H -1.702 -0.400 0.211  -0.323
H -1.427 1.238 1.771  0.074
H -0.040 2.896 3.037  0.507
H 2.045 4.885 1.520  0.328
H 2.799 5.303 3.099  0.350
H 3.801 4.692 1.752  0.275
H 3.614 3.822 4.449  0.425
H 2.643 2.275 4.579  0.304
H 3.424 1.645 0.823  0.470
H 2.187 -0.277 -0.044  0.568
H 1.692 -0.598 -1.712  0.598
H 2.307 -2.646 -2.943  0.390
S -3.605 -0.554 1.284  -0.513
C -4.407 0.700 2.031  0.436
C -4.379 0.846 3.450  -0.607
C -4.922 1.975 4.046  -0.350
C -5.566 2.954 3.271  -0.480
C -5.667 2.782 1.880  -0.280
C -5.130 1.659 1.264  -0.565
H -3.893 0.070 4.038  0.332
H -4.848 2.102 5.126  0.344
H -5.986 3.842 3.745  0.343
H -6.169 3.536 1.275  0.329
H -5.213 1.501 0.192  0.336

***

C6H16IrO9P2S2 as an isolated structure, computed with wB97M-V/def2-TZVPD.

Calculated values
Net charge = +1
ΔE to the lowest compared entry with this formula, charge and spin = 30.5 kJ/mol
HOMO = -12.45 eV
2S+1 = 1

Each line ends with the Mulliken charge.
Geometry (Å):
Ir -0.115 -0.429 0.001  1.466
O -1.195 -3.447 2.355  -0.462
P -0.861 -2.613 1.090  0.951
O -1.696 -1.322 1.003  -0.463
O 0.572 -2.120 0.974  -0.606
O -1.141 -3.562 -0.135  -0.273
P -1.215 -2.919 -1.661  0.734
O -0.219 -3.853 -2.456  -0.484
O -2.580 -2.881 -2.156  -0.610
O -0.397 -1.586 -1.560  -0.371
H -1.480 -4.361 2.216  0.363
H -0.692 -4.491 -3.009  0.344
C 1.614 0.032 -3.504  -0.929
S 2.277 -0.498 -1.933  0.678
C 3.864 0.306 -2.011  -1.086
O 1.551 0.393 -0.888  -0.564
H 2.276 -0.328 -4.292  0.441
H 1.555 1.119 -3.506  0.321
H 0.629 -0.416 -3.603  0.255
H 4.436 -0.146 -2.819  0.436
H 4.363 0.130 -1.061  0.377
H 3.714 1.371 -2.181  0.327
O -0.810 1.514 -0.345  -0.593
S -1.634 2.501 0.496  0.237
C -0.388 3.342 1.538  -0.495
C -0.541 2.837 2.975  -0.716
C -1.144 1.441 2.883  -0.178
C -2.293 1.569 1.896  -0.560
H -0.510 4.417 1.423  0.425
H 0.555 3.047 1.075  0.286
H -1.218 3.490 3.528  0.308
H 0.418 2.852 3.489  0.367
H -1.489 1.064 3.845  0.428
H -0.402 0.719 2.521  -0.068
H -3.098 2.190 2.297  0.499
H -2.709 0.636 1.518  0.214

***

A 2-piece molecular cluster, H5O2PS2Si overall at a distorted geometry, computed with wB97M-V/def2-TZVPD.

Calculated values
SMILES = O=P(O)=S.[SiH3]S
ΔE to the lowest compared entry with this formula, charge and spin = 100.0 kJ/mol
HOMO = -9.72 eV
2S+1 = 1

Each line ends with the Mulliken charge.
Geometry (Å):
O 2.158 0.095 1.689  -0.515
P 2.431 0.147 0.261  0.839
O 2.276 1.645 -0.310  -0.445
S 2.940 -1.232 -0.977  -0.257
H 2.010 2.268 0.374  0.373
Si -1.816 -0.061 -0.515  0.631
S -3.162 -1.436 0.463  -0.328
H -2.153 1.273 -0.047  -0.112
H -0.436 -0.407 -0.136  -0.221
H -2.000 -0.188 -1.951  -0.105
H -2.250 -2.105 1.148  0.139

***

Number 1: Kohn-Sham gap 3.1 eV. Number 2: Kohn-Sham gap 8.1 eV. Number 3: Kohn-Sham gap 9.5 eV.